No. 1
Density functional theory data (ωB97M-V with the def2-TZVPD basis set) for a 13-piece molecular cluster, C47H117N3O13 overall.

molar mass	932.46	u
energy relative to the best compared isomer or geometry (same formula, charge and spin)	3.1383	eV
LUMO level	0.0052	hartree
energy	-81716.54015	eV
Kohn-Sham gap	8.5	eV

Element x y z (Å)
H  -4.6716  5.7211  0.4701
O  4.0298  4.0213  -2.1795
C  1.3158  -0.6713  1.3546
H  -2.3408  1.7934  -4.2131
C  1.8574  1.6005  0.6749
C  1.5012  -7.4796  -3.3320
H  5.4710  6.1056  -2.3631
H  1.1355  -0.0023  -4.2274
H  -4.1890  2.7654  4.7476
H  2.9352  5.0423  3.1883
H  -3.4139  -2.9532  -4.0688
H  -1.3960  1.4588  -1.9232
O  0.0240  -5.9864  -1.1111
H  -2.3647  -0.1540  -1.8973
H  -1.6226  -0.5364  1.2774
C  -2.5581  -0.5647  5.3687
H  -6.0536  3.1282  2.4289
C  1.3616  3.0198  0.3263
H  -2.5065  5.1356  -0.2937
O  -1.3672  0.1578  1.8965
C  3.2965  0.1113  -2.9504
H  6.3200  5.6752  -3.7354
C  -5.9299  2.1109  -1.1005
O  -1.9763  1.7459  5.2314
C  -3.4631  -0.1395  -4.1990
H  2.4012  -0.7606  1.2947
H  2.3361  0.6231  -2.8822
C  4.0567  -6.2269  -2.1485
H  5.9091  -2.0687  3.0637
C  4.4567  4.4892  -3.4552
N  -1.3837  -1.3511  -3.7301
C  2.7418  0.1425  6.4602
H  4.1675  0.1497  -0.9298
H  -0.4338  3.9320  -0.3898
C  -6.5734  -1.9711  1.6497
H  -0.1714  1.1253  -4.6680
H  -4.0903  -0.5766  -3.4225
H  2.2000  0.7960  3.2596
C  -1.0250  2.3059  0.9306
H  1.7224  -3.0582  -2.7280
H  -4.8384  2.1553  -0.9870
H  -7.4103  0.9918  -2.1522
H  3.6710  0.7053  6.5322
H  1.1713  -0.7771  7.7555
H  2.9814  -1.1672  -1.2774
H  6.7449  3.6593  3.0822
H  -6.3159  -0.4513  0.0592
H  -5.7653  3.9812  -1.1345
H  3.0233  -0.7347  5.8635
H  5.3567  5.3143  3.9906
H  -3.9636  -2.3028  -5.6742
H  5.1441  -6.2842  -2.2378
H  -0.6829  0.2154  5.7800
H  -5.7210  0.2382  -2.1397
H  -3.1865  6.5458  -0.9913
H  4.1023  1.9204  -2.9395
H  -1.2088  2.2731  5.0079
N  -0.4751  0.9878  1.2045
H  1.3189  -8.4063  0.0074
C  2.0639  -4.8104  -1.4252
H  -3.8855  2.1309  3.0436
C  0.0872  -0.8545  -1.8648
H  1.7824  -6.5250  -3.7800
H  -0.1443  -6.4526  -0.2843
C  -1.8061  0.6025  -2.4577
C  -4.3767  2.8667  3.6817
H  -1.6390  0.5312  -5.9267
C  1.7015  -4.1515  -2.7605
H  5.1510  5.1230  2.2116
H  0.6521  -4.3583  -3.0022
H  2.2381  -4.4220  -3.6721
H  3.7802  -6.0328  -3.1925
C  -5.7230  -1.0813  0.7147
H  -3.2469  3.7472  -2.2434
H  -5.1945  -1.7801  0.0571
O  6.2561  0.4742  2.3417
H  -4.0900  0.3062  -4.9728
O  -6.2362  1.3210  3.3928
C  1.1722  1.1109  3.0762
H  3.7901  -5.3654  -0.2673
C  -2.7976  1.0814  -3.5157
C  1.6772  -3.8927  -0.2713
H  3.6345  4.5809  -4.1673
O  3.0947  -1.3718  8.2626
O  -6.4447  3.3933  -1.4957
H  4.4043  -2.3506  2.1991
H  -7.5590  -2.1110  1.2142
H  -2.5450  -0.5602  4.2743
C  -0.6665  -0.2677  -3.0361
H  3.6228  -7.6858  -0.6197
H  0.8739  -1.5169  -2.2424
H  -1.7065  4.1416  1.9598
C  -2.4204  2.1856  0.3176
C  1.8368  -7.3531  -1.8423
H  2.0153  0.6794  5.8509
H  3.3597  3.8131  4.3607
H  -0.0978  2.2531  -0.9517
H  0.9995  2.1506  3.3410
H  5.8998  1.3160  2.6511
C  1.2499  -8.5330  -1.0777
O  -0.5923  -2.4961  -3.9718
C  -3.0284  4.8133  -2.3006
H  1.9991  3.2789  -0.5218
H  4.1777  -4.1467  -1.4625
C  3.7989  -0.5510  -1.6746
H  3.4308  3.3818  2.6576
H  -0.8719  -3.1186  -3.2911
H  -2.4603  -3.1112  -5.5559
H  5.7793  -2.0597  1.2170
H  -3.6217  -0.4954  5.6192
H  0.4705  0.4852  3.6332
C  -3.1272  -2.4536  -4.9897
H  0.5502  -0.1079  -1.2198
C  3.5973  4.1924  3.3666
O  -5.9204  -3.2118  1.8799
H  2.2945  -3.0046  -0.1157
H  3.2983  4.6038  -1.9433
H  -6.3915  3.1833  4.2521
H  -2.3165  1.5196  -0.5419
O  5.8167  3.4384  3.2196
H  5.1409  3.7650  -3.9005
H  -5.5059  0.8669  2.9575
H  -1.9640  4.9528  -2.4788
H  0.9709  -1.4188  2.0699
C  -3.3328  5.4594  -0.9434
C  2.1972  -0.3894  7.7618
H  4.7936  6.6167  -3.8838
H  1.6649  -9.4881  -1.3970
H  -2.2047  -1.5500  5.6756
H  2.8173  -1.5610  9.1653
H  -0.2234  3.5934  2.5743
C  -1.1662  3.2151  2.1723
H  1.5922  3.7237  1.1286
H  0.4476  -7.6571  -3.5460
H  -2.6812  -0.5824  -6.8147
C  0.2897  0.5812  -3.8463
C  5.2899  5.7789  -3.3935
C  5.0443  4.6408  3.1877
H  -0.4918  -1.5568  -1.2553
C  -2.4005  -1.1260  -4.7668
N  1.4604  -6.1129  -1.1674
H  4.4403  -0.0378  1.3072
H  -6.3614  1.8485  -0.1250
H  1.7529  -4.3737  0.7082
H  4.3693  0.0216  2.9413
H  0.1670  -8.6509  -1.2131
C  5.3418  -1.7873  2.1797
H  2.0597  0.4817  8.4247
H  -1.8228  0.6198  7.0049
H  1.9741  1.0553  -0.2649
H  -3.1193  1.7302  1.0161
H  0.6502  -3.5296  -0.3567
H  -2.7909  3.1597  0.0178
C  3.3801  -7.5044  -1.6665
H  2.8431  1.6698  1.1372
C  0.9088  0.7855  1.5838
H  -6.7172  -1.4611  2.6065
H  4.5999  -1.2607  -1.8842
C  -6.3340  1.1363  -2.2004
H  -3.5910  1.7045  -3.0904
H  3.6965  -8.3338  -2.2982
H  -3.9872  3.8584  3.4378
C  5.0827  -0.3051  2.1615
H  -6.0473  1.7103  -3.0830
C  -1.7247  0.5434  5.9157
C  -5.8786  2.6987  3.4237
C  -0.0830  2.9384  -0.0949
O  -4.5862  5.2149  -0.3398
H  -1.0213  -1.0411  -6.4753
H  -1.6955  2.6312  2.9237
O  4.2987  1.0763  -3.3610
H  0.8161  1.3181  -3.2289
H  3.2943  -0.6427  -3.7374
H  -3.6132  5.3441  -3.0497
C  3.5882  -5.0483  -1.2961
H  2.0693  -8.2687  -3.8236
H  -4.8999  -0.5712  1.2211
H  0.9382  -0.9253  0.3587
H  -5.1491  -3.0318  2.4240
C  -1.8877  -0.5185  -6.0659

No. 2
Density functional theory data (ωB97M-V with the def2-TZVPD basis set) for a 10-piece molecular cluster, C47H119N11O10 overall.

molar mass	998.54	u
energy relative to the best compared isomer or geometry (same formula, charge and spin)	6.4310	eV
LUMO level	0.0090	hartree
SMILES string	CC1(C)CCCC(C)(C)N1O.CC1(C)CCCC(C)(C)N1O.COC[C@H](C)N.COC[C@H](C)N.COC[C@H](C)N.COC[C@H](C)N.COC[C@H](C)N.COC[C@H](C)N.COC[C@H](C)N.NC(N)=O
energy	-87523.18375	eV
Kohn-Sham gap	8.2	eV

Element x y z (Å)
H  3.4777  -0.0743  2.2833
H  -8.5601  -5.9606  4.5862
H  3.5722  7.2730  9.4548
H  0.5318  -1.9879  -0.0733
H  12.0931  7.6721  -2.7851
C  -9.0166  -3.0110  6.5954
H  2.6651  -1.2873  -0.4100
H  5.8121  -6.8490  7.5709
H  -1.5086  1.0308  -0.4180
H  -5.6556  3.2167  -5.4083
H  -0.7915  -0.3131  -2.4316
H  1.0413  -6.7973  -6.3720
H  -0.4925  1.1199  1.9273
C  -2.5180  8.3510  1.1543
C  5.0733  5.5277  6.7826
H  4.2380  5.4384  6.0881
H  -2.9611  7.5242  1.7093
H  -2.6470  10.4887  -0.2280
H  -7.7126  -2.4450  1.6563
C  -5.7012  -2.5485  4.5657
H  5.3311  4.6270  7.3397
H  -0.2430  -0.9954  1.2036
O  2.5529  5.7456  8.1987
C  3.6854  1.7984  0.4313
H  4.9174  -6.9958  -5.0498
H  11.8940  8.3848  -4.3741
H  -8.8218  5.6665  -6.1837
C  -5.4843  -4.9993  -4.3523
C  1.3656  5.5635  9.0231
H  -6.8341  -0.1182  3.7447
O  -9.4251  -3.0789  3.5885
H  8.5402  3.6313  -3.3096
H  13.3622  7.4643  -3.7579
H  4.3723  -8.0528  -5.9069
C  -3.3773  8.5779  -0.1473
O  5.8923  -6.5248  5.3688
H  7.8975  4.9096  -4.4381
H  0.9414  -0.9709  -2.4110
H  -6.1597  -4.1763  -4.1187
N  4.3682  -7.0428  -5.8961
H  -1.1557  -1.3823  -0.2001
C  -0.1420  -1.1556  0.1301
H  -9.3123  -3.5836  2.7797
C  0.2485  -0.1758  -2.1355
C  4.7285  6.7071  7.7651
H  -8.0646  3.1390  -5.9880
H  -9.9988  -5.0743  5.2253
H  -10.0477  -2.8243  6.2952
H  -8.0866  3.1276  -7.5896
H  2.8105  -9.5444  -2.5955
H  -3.4192  9.9316  -1.6300
C  2.4301  0.0635  2.0155
C  -10.3823  4.4700  -6.9388
H  5.5851  -8.1935  2.8153
H  -3.8477  7.6437  -2.0361
C  5.3168  -5.9854  3.1019
H  -7.7624  5.9722  -8.2117
H  6.0945  -7.3413  1.4028
H  0.7242  6.4136  8.7910
N  -7.3728  -5.9908  -5.3787
H  -6.3911  -5.0633  5.6573
H  -5.7405  2.3696  -7.0151
H  10.8371  2.6220  -4.7521
N  11.0235  3.5019  -4.2926
H  10.3764  2.5353  -1.1555
O  -5.4204  -7.6790  -6.8980
O  2.7700  -0.4960  -0.9433
N  -2.8018  9.7164  -0.8602
C  2.7671  -7.5977  -4.2799
H  -6.2162  -2.2099  6.6052
H  -8.7229  4.9063  -8.9703
O  10.2881  1.1919  1.6110
H  5.5908  -4.0278  2.3063
O  -2.5068  9.4696  2.0040
H  7.1123  -5.3462  4.1662
H  2.9706  -5.6732  -5.2350
O  3.0834  -8.9907  -4.5434
H  7.0424  -7.3650  2.7790
H  0.7026  0.5827  -2.7733
H  1.3325  3.0821  0.6145
H  1.9023  0.4783  2.8742
H  10.5945  3.3085  0.4064
H  6.9255  -5.6073  6.7897
H  4.3490  -6.3597  3.4359
H  5.8894  5.7494  6.0950
C  5.9591  -6.1115  6.7820
C  -7.9147  3.8549  -6.7962
H  3.5446  2.3824  -0.4782
H  5.6779  -4.6164  4.8119
C  -8.9244  -5.2354  5.3138
H  -2.6896  6.8117  -1.2558
H  5.1907  -5.3751  7.0174
H  -6.2463  -9.4386  -6.2626
O  -6.6114  4.2960  -7.0425
H  11.9480  3.8696  -4.4660
C  6.0669  -5.5477  4.4003
H  -7.5761  -6.4012  -6.2789
H  9.8547  6.7569  -4.6467
H  -5.5169  -5.6719  -3.4952
H  1.7895  -7.3586  -3.8614
C  6.0003  -7.2417  2.4842
H  -0.7281  2.7941  1.2998
N  10.7397  0.3200  -0.3809
H  1.5419  5.5359  10.0984
N  6.0332  7.0558  8.3274
C  -6.8556  -2.5350  2.3238
N  5.2109  -4.9354  2.0783
H  -5.2363  -7.9460  -4.9189
H  -4.1356  -6.7486  -5.6020
C  2.9952  -6.7235  -5.5255
H  10.2225  6.0087  -3.0379
H  3.9288  2.5321  1.1998
H  -6.9430  -4.1471  7.1623
C  0.4047  0.1011  -0.5871
H  10.9657  -0.6452  -0.1877
C  -5.8743  -2.9983  5.9347
H  2.0267  -0.9330  1.8362
C  -8.9427  4.9781  -7.0201
H  -4.9532  -3.4569  6.2943
H  5.6832  -5.2410  1.2394
H  10.6930  0.5459  -1.3642
C  12.2769  7.5107  -3.8473
H  -8.9969  -3.6155  7.5022
C  8.6308  4.1188  -4.2803
C  2.2927  1.0641  0.8568
H  10.0923  4.6175  -5.7342
H  -7.6151  -6.7474  -4.7551
H  -0.7132  9.1145  2.8313
H  -4.6034  3.6038  -6.6836
C  -1.7434  9.2035  3.1759
H  -5.0391  -3.1792  3.9723
H  -6.0759  -1.8918  1.9157
H  1.3666  -9.6115  -3.4886
C  -5.9777  -5.8023  -5.4636
H  -2.1622  8.3082  3.6356
H  -10.3967  3.7629  -7.7682
C  2.4333  -9.8155  -3.5816
H  -1.4842  8.1561  0.8686
H  6.7033  6.3074  8.4319
H  2.1074  -8.1253  -6.8237
H  2.4360  -6.5468  -7.5513
H  -11.0145  5.3520  -7.0415
C  10.4236  5.9984  -4.1092
C  -6.8590  -4.1722  6.0759
N  -8.7179  5.6549  -8.2923
H  8.4186  3.1963  -4.8208
H  -0.2923  2.1478  -0.9643
H  -6.5714  -3.5720  2.1449
H  -7.5125  -0.6050  5.1800
H  -8.8305  -5.7732  6.2572
C  -3.6064  7.3497  -1.0146
H  4.5233  1.1210  0.2670
H  -5.7831  -5.1840  -6.3399
H  -4.4996  -4.5477  -4.4737
H  -7.4215  -8.1660  -6.5791
H  -8.5289  -0.5828  3.8493
C  3.6870  6.3544  8.8793
H  1.3190  2.5097  2.2871
H  4.1000  5.6953  9.6429
C  -7.0781  -2.3106  3.8079
C  10.0253  4.5233  -4.6503
H  -5.1652  -1.6014  4.6277
H  4.2862  7.5089  7.1738
H  -6.5914  -8.8781  -7.9734
H  -1.7553  10.0587  3.8516
H  0.7982  4.6985  8.6797
C  2.0623  -7.0488  -6.6588
C  1.2374  2.1986  1.2456
H  3.3959  -7.2259  -3.4709
N  10.4691  2.4760  -0.1515
C  -0.2215  1.8398  1.1550
C  -0.4648  1.3143  -0.2833
C  -6.4852  -8.6053  -6.9234
N  1.8381  0.3703  -0.3349
H  -10.6181  4.0288  -5.9704
C  10.3897  1.3033  0.4308
O  11.7584  6.2808  -4.3589
H  -4.3101  6.6739  -0.5286
H  2.6295  -10.8837  -3.6741
C  -5.6387  3.3211  -6.4931
H  -4.3424  8.9461  0.2008
C  -8.1934  -3.9104  5.5171
C  -7.5165  -0.8783  4.1249
H  5.8831  7.3853  9.2703
C  -5.1684  -7.0971  -5.5991
N  -8.1598  -3.2921  4.1678
H  -8.5772  -2.0381  6.8156